1.
{
  "formula": "C27H28AsNSTa",
  "method": "ωB97M-V/def2-TZVPD",
  "charge": 3,
  "e_homo_ha": -0.63535,
  "lumo_ha": -0.3993,
  "homo_lumo_gap_ev": 6.42,
  "species": ["C", "H", "H", "H", "C", "H", "H", "H", "H", "H", "C", "C", "H", "H", "C", "C", "C", "C", "H", "H", "C", "N", "C", "C", "H", "C", "C", "Ta", "H", "C", "H", "C", "H", "C", "C", "H", "H", "C", "As", "C", "H", "H", "C", "H", "H", "H", "H", "C", "S", "C", "H", "C", "H", "C", "C", "C", "C", "H", "H"],
  "coordinates": [[-1.17594, -2.81811, -1.68115], [-1.39438, -1.82368, 2.93876], [1.51624, -2.48061, 2.37684], [-0.92494, -0.32920, 4.96608], [-1.74251, 3.60258, -1.71393], [-1.71157, 1.01536, 4.12817], [0.66999, -2.08899, 4.71186], [0.03757, 4.84381, -1.68702], [-4.84398, 4.65065, -2.61465], [-0.01023, 2.14737, 2.61257], [2.38291, -0.37345, -1.12781], [-3.41590, -3.58231, -1.73593], [-2.83610, -1.72511, -0.82402], [5.62310, -1.93199, -2.54886], [-3.00705, -4.73126, -2.42730], [0.86939, 1.51954, 2.75560], [1.08990, -2.45294, -1.85690], [4.74322, -0.21822, -1.60172], [5.67199, 0.33562, -1.57306], [-3.66928, 2.61239, -1.84357], [-1.69457, 5.93360, -2.31764], [-0.09586, -1.97534, -1.38407], [-0.46003, 1.45059, -0.92220], [4.71400, -1.49837, -2.15283], [-1.16573, 6.86568, -2.45861], [3.58402, 0.34219, -1.09698], [1.69346, -1.52389, 2.87190], [0.45950, -0.22593, -0.51780], [3.60743, 1.33739, -0.67222], [-1.68234, -4.93967, -2.75586], [-1.37008, -5.82527, -3.29230], [2.07617, 2.04825, 1.98951], [3.54563, -3.20814, -2.67471], [-2.51103, -2.61305, -1.35274], [2.35430, -1.68991, -1.71367], [1.84618, 2.17282, 0.92386], [1.06333, 1.45474, 3.82689], [-0.77196, -3.96057, -2.37199], [0.37917, -0.26683, 2.16201], [-1.38388, -0.73467, 2.86676], [-3.74537, -5.46844, -2.71138], [2.94720, 1.39908, 2.09307], [-3.06618, 5.86263, -2.57471], [-2.12537, -0.44064, 2.12289], [1.76852, -0.71029, 4.89812], [2.67038, -1.16125, 2.54621], [-3.58624, 6.74955, -2.91374], [-1.66709, -0.06958, 4.21334], [0.94477, -3.92814, -2.65308], [-3.78362, 4.67475, -2.40648], [-2.63709, -0.40965, 4.57469], [1.61953, -1.66311, 4.39018], [2.40921, -2.33584, 4.72288], [3.53414, -2.22627, -2.21690], [-1.07600, 2.47711, -1.29410], [-3.13628, 3.54342, -1.97889], [-1.02449, 4.81564, -1.88880], [2.35758, 3.03080, 2.36662], [-4.46375, -3.45490, -1.50124]],
  "atomic_forces_ev_per_a": [[-0.0356, -0.0476, -0.0083], [0.0073, -0.0001, -0.0070], [-0.0116, 0.0060, -0.0067], [-0.0014, -0.0027, 0.0034], [0.0308, 0.0029, 0.0196], [0.0007, -0.0015, 0.0007], [0.0040, -0.0011, 0.0042], [-0.0007, 0.0041, -0.0009], [0.0000, -0.0028, 0.0005], [0.0015, -0.0038, -0.0018], [-0.0347, -0.0063, 0.0179], [-0.0038, 0.0017, -0.0014], [0.0008, -0.0004, -0.0020], [0.0002, -0.0007, 0.0006], [0.0091, -0.0005, 0.0015], [-0.0109, -0.0073, 0.0013], [-0.0223, -0.0197, -0.0128], [-0.0135, -0.0151, -0.0013], [0.0017, -0.0008, -0.0017], [-0.0031, 0.0013, -0.0009], [-0.0037, 0.0109, -0.0037], [-0.0074, 0.0349, 0.0186], [-0.0736, -0.0467, 0.0669], [0.0066, 0.0143, 0.0035], [0.0022, -0.0015, 0.0008], [0.0107, 0.0231, 0.0046], [0.0111, 0.0071, 0.0024], [0.1190, 0.0285, -0.0711], [0.0007, -0.0032, 0.0017], [-0.0070, -0.0142, -0.0186], [-0.0010, -0.0010, 0.0013], [-0.0061, -0.0145, -0.0014], [0.0013, -0.0005, 0.0016], [0.0058, 0.0065, 0.0105], [0.0219, 0.0013, -0.0038], [0.0082, -0.0001, -0.0007], [-0.0036, -0.0125, -0.0002], [0.0244, 0.0439, 0.0125], [0.0047, -0.0285, 0.0210], [-0.0003, 0.0099, 0.0146], [0.0025, -0.0033, -0.0003], [-0.0021, 0.0038, -0.0059], [0.0081, -0.0165, 0.0066], [0.0043, -0.0007, -0.0041], [0.0016, -0.0024, 0.0036], [-0.0070, 0.0073, -0.0063], [-0.0005, 0.0008, -0.0004], [0.0055, 0.0065, -0.0114], [-0.0062, 0.0148, 0.0252], [-0.0093, 0.0099, -0.0057], [0.0003, 0.0001, 0.0019], [-0.0144, 0.0163, -0.0076], [0.0006, -0.0020, -0.0004], [-0.0088, -0.0155, 0.0005], [-0.0138, 0.0240, -0.0646], [-0.0074, -0.0097, 0.0046], [0.0131, 0.0009, 0.0008], [0.0005, 0.0003, -0.0017], [0.0005, 0.0021, 0.0000]]
}


2.
{
  "formula": "C27H28AuN8OS",
  "method": "ωB97M-V/def2-TZVPD",
  "charge": 3,
  "e_homo_ha": -0.54022,
  "lumo_ha": -0.4192,
  "homo_lumo_gap_ev": 3.29,
  "species": ["H", "C", "N", "C", "N", "C", "C", "H", "C", "S", "C", "C", "C", "H", "H", "N", "C", "H", "H", "H", "N", "C", "C", "C", "O", "H", "H", "H", "C", "H", "H", "C", "H", "H", "H", "C", "C", "C", "Au", "H", "C", "C", "H", "H", "H", "N", "H", "H", "H", "H", "C", "C", "C", "H", "N", "H", "C", "C", "H", "C", "N", "H", "C", "N", "H", "C"],
  "coordinates": [[-3.38982, -3.47326, -0.11273], [3.56755, -0.25007, 0.47859], [-1.11303, -2.49379, -2.94513], [1.46480, -1.92735, 1.04013], [1.24268, -0.66571, 0.58496], [9.42689, -3.25200, 1.64043], [-1.83844, 2.83983, 0.85353], [10.50835, -3.20887, 1.64627], [6.68746, -3.45594, 1.67726], [-2.46996, 4.35447, -1.05096], [-2.02971, -3.06801, -3.94169], [-3.37594, -0.88142, -0.61256], [2.72441, -2.39301, 1.23463], [-2.66066, -4.03113, -1.62294], [-4.45075, -0.93186, -0.78647], [-2.72343, -1.93698, -1.36707], [-3.30206, -3.27573, -1.18206], [-3.06194, -2.85949, -3.68422], [-1.87946, -4.14372, -4.01472], [4.35230, 0.45160, 0.23755], [-0.85068, 0.97404, 2.01985], [-1.35590, 1.42122, 4.16323], [2.27677, 0.15618, 0.30734], [-1.52663, -1.74275, -1.94022], [-0.69749, -0.80795, -1.54581], [2.88414, -3.39885, 1.59454], [9.42153, -5.29956, 2.32712], [-2.74102, 4.78990, 1.34005], [-0.76592, 0.47423, 3.32914], [-3.04362, 0.09621, -0.95894], [-4.29189, -3.33497, -1.63246], [-1.49824, 2.14342, 2.07574], [2.04251, 1.14937, -0.05294], [6.45207, -0.44794, 0.64837], [6.93476, -5.48890, 2.37378], [-2.40016, 4.05331, 0.62886], [-0.23197, -0.70185, 3.84512], [-1.75923, 2.85308, -1.36919], [-0.64692, 0.10563, 0.22717], [0.22921, -1.44592, 3.21366], [0.29530, -2.45863, -3.36039], [-0.91880, 0.08182, 6.04375], [-3.21346, -0.99072, 0.46968], [0.94103, -2.36633, -2.49262], [0.59929, -2.54599, 1.22831], [-1.80501, 2.45015, 3.32928], [-2.27228, 3.29236, 3.63275], [-1.56001, 2.50618, -2.37324], [0.51523, -3.39228, -3.87175], [-1.90805, 1.98830, 6.18095], [8.73402, -2.14205, 1.25536], [3.83834, -1.55589, 0.95641], [7.43755, -4.58240, 2.06716], [9.24846, -1.24321, 0.94620], [6.33117, -1.39443, 0.96844], [-1.81204, -2.61218, -4.90711], [-0.32147, -0.88008, 5.20908], [-1.44753, 1.24932, 5.53948], [0.47810, -1.62666, -4.04005], [8.79595, -4.46619, 2.04050], [-1.49256, 2.15578, -0.29157], [-0.96664, -0.10423, 7.10763], [7.33426, -2.25736, 1.28750], [5.34298, -3.30925, 1.58971], [0.07600, -1.78140, 5.65462], [5.14025, -2.07156, 1.16481]],
  "atomic_forces_ev_per_a": [[-0.0194, 0.0137, 0.0027], [0.0546, -0.3485, 0.1325], [0.1238, 0.1529, -0.1906], [-0.1642, 0.0325, -0.1503], [-1.0232, -0.4991, 0.1331], [0.2177, -0.3005, 0.1086], [0.0850, 0.0532, 0.0721], [-0.0098, -0.0479, -0.0203], [-0.0928, 0.1414, -0.0613], [0.0652, 0.0086, 0.0350], [-0.0440, -0.0495, 0.0611], [0.0361, 0.0040, -0.0022], [0.2693, 0.2222, -0.0911], [0.0146, 0.0010, 0.0135], [-0.0077, -0.0072, 0.0442], [0.0983, 0.0081, 0.1778], [-0.0426, -0.0113, -0.1051], [-0.0034, 0.0167, -0.0072], [-0.0045, -0.0054, 0.0083], [0.0258, -0.0086, 0.0013], [0.0441, -0.0216, -0.0224], [-0.1013, 0.1207, -0.0556], [-0.2454, 0.1697, 0.0054], [-0.0042, -0.2329, 0.2104], [0.2646, 0.4610, -0.2565], [0.0633, -0.0186, 0.0048], [-0.0154, -0.0100, 0.0116], [-0.0075, -0.0029, -0.0015], [0.1999, -0.0391, -0.1182], [-0.0780, -0.0044, -0.0523], [0.0050, 0.0042, -0.0166], [-0.0991, -0.0437, -0.0276], [0.0046, -0.0092, -0.0023], [0.0437, -0.0463, 0.0177], [0.0348, -0.0207, -0.0195], [0.0677, 0.0840, -0.1076], [0.0026, -0.0208, 0.0005], [-0.0700, -0.1235, -0.0954], [0.8006, 0.9212, 0.1068], [0.0141, 0.0070, 0.0455], [-0.0199, -0.0337, 0.0397], [0.0225, -0.0483, 0.0030], [-0.0215, -0.0033, -0.0107], [0.0073, -0.0011, 0.0034], [-0.0236, 0.0114, -0.0220], [0.1421, -0.1029, 0.1743], [-0.0356, -0.0052, 0.0118], [-0.0337, -0.0318, 0.0032], [-0.0060, -0.0028, 0.0000], [-0.0046, 0.0006, -0.0047], [-0.3396, 0.1655, -0.0153], [-0.2928, 0.1461, -0.0612], [0.0198, -0.0868, 0.0374], [-0.0772, 0.0511, 0.0108], [-0.3046, 0.0505, -0.0383], [0.0318, -0.0211, -0.0051], [-0.0278, 0.0471, 0.0247], [0.0179, 0.0392, 0.0015], [-0.0089, -0.0006, -0.0146], [0.0285, 0.1392, -0.0061], [-0.3556, -0.7054, 0.0470], [0.0033, 0.0043, 0.0009], [0.2317, -0.1359, -0.0648], [0.0123, 0.0396, 0.0353], [0.0033, -0.0041, -0.0071], [0.5281, -0.0623, 0.0673]]
}


3.
{
  "formula": "C27H28BN2NiP",
  "method": "ωB97M-V/def2-TZVPD",
  "charge": 0,
  "e_homo_ha": [-0.28501, -0.32655],
  "spin_multiplicity": 3,
  "s_squared": 2.009,
  "lumo_ha": [-0.0021, -0.0126],
  "homo_lumo_gap_ev": [7.70, 8.54],
  "species": ["C", "H", "H", "N", "B", "C", "C", "C", "H", "H", "C", "C", "C", "H", "H", "H", "C", "C", "H", "H", "H", "H", "C", "H", "C", "H", "H", "C", "H", "C", "C", "H", "C", "C", "C", "C", "C", "H", "H", "C", "P", "Ni", "H", "C", "C", "C", "H", "H", "H", "H", "H", "N", "C", "H", "C", "H", "C", "C", "H", "H"],
  "coordinates": [[2.87771, 1.04990, 0.83056], [-2.10487, 2.55447, -1.19259], [4.67479, -0.19602, -3.57651], [-2.22574, -0.82392, -2.47438], [-4.44270, -2.36583, -2.86117], [3.58935, -1.28552, 0.40124], [3.64439, -0.05137, -3.27908], [0.41513, 3.32676, 2.70137], [1.47413, 2.28852, -2.16782], [-3.57711, -2.36443, 4.46572], [2.75244, -1.11233, -3.29642], [-1.01805, 2.41298, -1.27303], [-3.15854, -1.48739, -2.65224], [-4.52791, 0.15103, 0.70549], [-4.11601, -3.52217, -2.71304], [3.91939, 1.22877, 0.56475], [1.87406, 1.33901, -2.49896], [-1.37676, -0.78358, 1.70482], [0.31198, 1.21458, 3.04499], [4.24725, -3.29317, 0.05073], [-4.86041, -2.14339, -3.97426], [0.27381, -1.65752, 2.77125], [-0.79903, -1.51900, 2.73727], [-0.31646, 4.84553, -0.24091], [0.18669, 2.01808, 2.32682], [-3.18524, -0.12992, -0.39132], [-3.15935, 1.26870, 0.68794], [0.26748, 4.33815, 1.75312], [-0.68205, 3.14428, -2.01520], [-0.18158, 1.71776, 1.01453], [2.10386, -3.12926, 0.05754], [3.85696, 2.05216, -2.85220], [-2.95453, -1.91824, 3.70102], [3.39561, -2.63405, 0.16176], [-3.44566, 0.21642, 0.60961], [1.03778, -2.26156, 0.20068], [-0.42485, 2.72662, 0.07249], [1.92632, -4.17833, -0.14029], [0.71228, -1.67958, -2.90169], [1.44743, -0.88431, -2.90563], [-0.36224, 0.02376, 0.41665], [-0.91677, 0.48418, -1.82708], [-4.60973, -1.05408, 2.65214], [1.22211, -0.89918, 0.46776], [-3.53437, -1.18038, 2.68091], [-2.76817, -0.59918, 1.67550], [2.25834, 1.75156, 0.27717], [0.71245, 3.56392, 3.71444], [0.02846, -2.64730, 0.09882], [-1.11126, -2.65168, 4.52702], [2.75665, 1.29144, 1.88734], [1.01610, 0.31769, -2.50695], [2.52638, -0.39146, 0.55804], [-5.22473, -2.00450, -2.00620], [-0.15593, 4.04345, 0.47027], [3.05652, -2.10329, -3.60158], [-1.57939, -2.08389, 3.73355], [3.19688, 1.19662, -2.87815], [4.59918, -0.89811, 0.47261], [0.45750, 5.36766, 2.03075]],
  "atomic_forces_ev_per_a": [[-0.0143, -0.0120, -0.0023], [-0.0150, 0.0247, -0.0088], [-0.0005, 0.0014, 0.0015], [0.1384, -0.1615, -0.1774], [-0.0340, -0.0083, 0.0283], [-0.0097, -0.0262, -0.0002], [0.0087, -0.0147, -0.0053], [0.0017, 0.0247, -0.0235], [-0.0004, 0.0037, -0.0027], [0.0016, 0.0044, 0.0024], [0.0159, 0.0157, 0.0161], [0.1264, -0.0664, 0.0024], [-0.0009, -0.0346, -0.0993], [0.0007, 0.0193, 0.0138], [0.0220, 0.0034, 0.0064], [0.0015, -0.0027, 0.0010], [0.0096, -0.0092, 0.0207], [-0.0635, 0.0357, -0.0978], [-0.0037, 0.0082, -0.0012], [-0.0012, 0.0055, -0.0002], [0.0237, 0.0114, -0.0053], [0.0235, -0.0017, -0.0449], [0.0532, 0.0061, 0.0466], [0.0002, -0.0003, 0.0004], [0.0195, -0.0155, -0.0190], [-0.0333, 0.0077, 0.0965], [0.0001, 0.0219, -0.0079], [0.0075, -0.0082, 0.0371], [-0.0128, 0.0148, 0.0007], [-0.0044, 0.0172, 0.0293], [0.0050, -0.0048, 0.0020], [0.0012, -0.0031, -0.0009], [0.0015, 0.0126, -0.0329], [-0.0052, 0.0153, -0.0031], [0.0313, 0.0282, 0.0021], [-0.0295, -0.0093, -0.0172], [-0.0263, 0.0701, 0.0070], [-0.0041, 0.0050, 0.0045], [-0.0108, -0.0003, 0.0082], [-0.0085, -0.0069, 0.0234], [-0.0581, -0.1025, 0.0176], [-0.0397, 0.2311, 0.3418], [0.0024, 0.0006, 0.0074], [0.0089, 0.0676, -0.0421], [0.0103, -0.0290, 0.0137], [-0.0357, -0.0173, -0.0242], [-0.0169, 0.0097, -0.0200], [-0.0014, 0.0015, -0.0017], [-0.0063, -0.0023, 0.0067], [-0.0041, -0.0031, -0.0019], [0.0017, 0.0040, -0.0001], [-0.0826, -0.1146, -0.1263], [0.0215, 0.0022, 0.0049], [0.0022, -0.0044, 0.0147], [-0.0115, -0.0247, -0.0182], [0.0010, 0.0039, 0.0000], [0.0066, -0.0015, 0.0083], [-0.0172, 0.0120, 0.0160], [0.0011, -0.0015, -0.0005], [0.0028, -0.0027, 0.0030]]
}


Sequential energy above the lowest of the compared OMol25 structures with the same formula, charge and spin output: 0.00, 108.63, 0.00 kJ/mol